1.
Below is a structure of composition C23H40NO3P2V in a non-equilibrium geometry, with properties calculated with the ωB97M-V functional and the def2-TZVPD basis.

The geometry in ORCA input format:
```
! wB97M-V def2-TZVPD RIJCOSX def2/J DEFGRID3
* xyz 1 4
V 0.432 -0.863 -0.313
P 2.797 -1.022 -0.597
C 2.694 -1.525 -2.295
C 1.447 -1.596 -2.986
N 0.308 -1.090 -2.351
C -0.918 -1.191 -2.919
C -1.115 -2.051 -3.993
C 0.006 -2.527 -4.697
C 1.286 -2.158 -4.287
C -2.146 -0.614 -2.191
P -1.955 1.048 -1.613
H 2.169 -2.490 -4.842
H -2.143 -2.360 -4.214
H -0.151 -3.211 -5.535
H -2.992 -0.429 -2.854
H -2.399 -1.241 -1.326
H 3.492 2.060 -3.318
H 3.538 -1.304 -2.970
H 1.326 3.905 -2.780
O 3.879 2.135 -4.232
H 3.045 2.234 -4.753
H -0.850 0.439 -0.818
O 1.212 4.711 -2.247
H 0.984 4.254 -1.418
C -1.942 2.126 -3.003
H -2.987 1.996 -3.374
H -1.758 3.168 -2.702
H -1.209 1.788 -3.753
C -3.168 1.474 -0.441
H -2.908 2.343 0.165
H -3.996 1.716 -1.099
H -3.378 0.606 0.175
C 2.586 -2.693 0.178
H 3.597 -3.118 0.200
H 2.103 -2.741 1.169
H 1.977 -3.242 -0.561
C 4.401 -0.232 -0.233
H 4.511 0.023 0.841
H 5.177 -0.960 -0.524
H 4.478 0.694 -0.839
C 2.676 1.024 2.780
C 1.410 1.794 2.449
C 1.262 2.066 0.945
C 0.192 1.103 3.139
C -0.127 1.329 4.466
C -1.238 0.770 5.091
C -2.061 -0.079 4.376
C -1.764 -0.394 3.066
C -2.608 -1.367 2.281
C -2.258 -2.797 2.575
C -4.124 -1.169 2.441
C -0.577 0.118 2.479
O -0.151 -0.407 1.374
H 2.631 0.008 2.369
H 2.824 0.920 3.863
H 3.542 1.517 2.350
H 1.465 2.752 2.994
H 1.690 1.258 0.341
H 0.199 2.177 0.728
H 1.806 2.979 0.681
H 0.536 2.006 4.993
H -1.432 0.995 6.134
H -2.925 -0.537 4.840
H -2.429 -1.236 1.205
H -2.426 -3.054 3.613
H -2.793 -3.533 1.975
H -1.214 -2.990 2.371
H -4.393 -0.126 2.209
H -4.709 -1.798 1.741
H -4.434 -1.392 3.479
*
```

Calculated values
HOMO level (spin up / spin down) in eV: -9.605 / -9.569
LUMO energy (spin up / spin down) in eV: -3.140 / -3.465
Orbital gap (spin up / spin down) in eV: 6.46 / 6.10
Energy in Eh: -2807.2503

2.
Below is the molecule C6H10, with properties calculated with the ωB97M-V functional and the def2-TZVPD basis.

The geometry in ORCA input format:
```
! wB97M-V def2-TZVPD RIJCOSX def2/J DEFGRID3
* xyz 0 1
C 2.660 0.469 -0.016
C 1.578 0.700 0.461
C 0.220 0.950 0.954
C -0.832 0.079 0.235
C -0.741 0.224 -1.284
C -0.704 -1.391 0.639
H 3.615 0.267 -0.446
H -0.020 2.012 0.815
H 0.176 0.760 2.034
H -1.812 0.449 0.567
H -1.555 -0.319 -1.777
H 0.209 -0.188 -1.645
H -0.788 1.273 -1.599
H -0.628 -1.507 1.726
H -1.573 -1.965 0.298
H 0.193 -1.835 0.191
*
```

Calculated values
Structure (SMILES): C#CCC(C)C
HOMO level in eV: -9.936
LUMO energy in eV: 1.087
Energy relative to the best compared isomer or geometry (same formula, charge and spin) in kcal/mol: 31.5
Orbital gap in eV: 11.02
Energy in Eh: -234.5522

3.
Below is a cluster of 7 separate species, C31H47FN7O2PSi in total in a non-equilibrium geometry, with properties calculated with the ωB97M-V functional and the def2-TZVPD basis.

The geometry in ORCA input format:
```
! wB97M-V def2-TZVPD RIJCOSX def2/J DEFGRID3
* xyz 0 1
C -1.054 -3.221 -2.326
C -0.899 -2.253 -3.485
F 0.344 -2.499 -4.046
C -0.925 -0.763 -3.016
O 0.230 -0.115 -3.606
C 0.874 0.719 -2.817
O 0.468 1.232 -1.858
P 2.628 1.092 -3.388
N 3.294 2.200 -2.492
Si -2.492 0.133 -3.680
C -1.963 1.015 -5.271
C -3.918 -1.052 -4.058
C -3.136 1.458 -2.517
H -1.230 -2.725 -1.383
H -0.138 -3.783 -2.241
H -1.835 -3.928 -2.573
H -1.604 -2.451 -4.278
H -0.887 -0.782 -1.937
H 2.458 1.481 -4.733
H 3.313 -0.137 -3.413
H 4.141 1.773 -2.120
H -1.578 1.979 -4.967
H -2.788 1.127 -5.958
H -1.155 0.503 -5.780
H -4.866 -0.670 -3.720
H -3.757 -2.057 -3.694
H -3.990 -1.139 -5.136
H -3.784 2.144 -3.046
H -3.758 1.013 -1.751
H -2.350 2.038 -2.049
C 2.738 4.620 1.959
C 3.827 3.859 2.462
C 4.275 3.066 1.436
N 3.499 3.317 0.339
C 2.567 4.260 0.646
H 2.152 5.347 2.496
H 4.236 3.889 3.459
H 5.078 2.349 1.395
H 3.590 2.879 -0.569
H 1.863 4.594 -0.096
C 1.499 6.825 -2.037
C 1.825 8.079 -2.622
C 2.601 7.825 -3.721
N 2.758 6.468 -3.819
C 2.087 5.851 -2.799
H 0.902 6.659 -1.156
H 1.525 9.053 -2.275
H 3.054 8.489 -4.437
H 3.287 5.997 -4.530
H 2.090 4.777 -2.704
C -2.438 -3.518 3.339
C -1.997 -2.278 2.803
C -1.123 -2.561 1.789
N -1.016 -3.923 1.692
C -1.817 -4.512 2.631
H -3.132 -3.662 4.150
H -2.288 -1.293 3.126
H -0.570 -1.912 1.131
H -0.439 -4.415 1.034
H -1.874 -5.585 2.713
C -5.494 -1.676 -0.480
C -6.488 -0.823 -1.032
C -7.672 -1.127 -0.417
N -7.432 -2.130 0.482
C -6.107 -2.468 0.453
H -4.447 -1.703 -0.736
H -6.349 -0.072 -1.792
H -8.660 -0.717 -0.540
H -8.124 -2.553 1.073
H -5.716 -3.238 1.095
C -1.762 -9.549 3.487
C -0.816 -9.713 4.534
C -0.925 -8.624 5.356
N -1.896 -7.807 4.846
C -2.414 -8.366 3.708
H -1.943 -10.224 2.667
H -0.136 -10.537 4.669
H -0.396 -8.360 6.256
H -2.184 -6.931 5.244
H -3.198 -7.875 3.157
C 8.284 4.413 4.734
C 7.772 3.216 4.165
C 6.735 2.800 4.955
N 6.602 3.697 5.980
C 7.540 4.684 5.851
H 9.103 5.007 4.364
H 8.124 2.719 3.276
H 6.081 1.948 4.877
H 5.920 3.639 6.713
H 7.596 5.491 6.561
*
```

Calculated values
Structure (SMILES): C[C@H](F)[C@@H](OC(=O)[PH2]=N)[Si](C)(C)C.c1cc[nH]c1.c1cc[nH]c1.c1cc[nH]c1.c1cc[nH]c1.c1cc[nH]c1.c1cc[nH]c1
HOMO level in eV: -7.465
LUMO energy in eV: 0.342
Orbital gap in eV: 7.81
Energy in Eh: -2473.8344

4.
Below is a structure of composition C8H19CeI2O3P2 in a non-equilibrium geometry, with properties calculated with the ωB97M-V functional and the def2-TZVPD basis.

The geometry in ORCA input format:
```
! wB97M-V def2-TZVPD RIJCOSX def2/J DEFGRID3
* xyz 2 2
I -1.659 -1.384 -3.017
I -3.539 -0.491 -1.365
Ce 0.808 0.477 0.917
P -0.405 2.193 -1.421
C 1.068 2.864 -2.283
C -1.584 2.440 -2.811
H -1.559 3.479 -3.174
H -0.997 4.528 -1.161
H -2.588 2.191 -2.454
H -1.777 3.498 0.079
H 1.382 2.135 -3.038
H -1.339 1.744 -3.620
C -0.849 3.693 -0.467
H 0.789 3.798 -2.789
H -0.051 3.937 0.241
H 1.880 3.028 -1.568
P -0.142 -2.399 1.301
C 1.116 -3.670 1.697
C -1.102 -2.435 2.862
H -2.151 -2.904 0.059
H -1.459 -4.381 0.826
H -0.759 -3.702 -0.677
C -1.232 -3.456 0.280
H -2.001 -1.825 2.736
H -1.398 -3.458 3.122
H 0.640 -4.420 2.340
H 1.969 -3.223 2.217
H -0.505 -2.018 3.679
H 1.482 -4.153 0.784
C 1.966 -1.196 -0.463
O 2.525 -2.057 -0.984
O 2.449 2.206 0.926
C 2.906 1.813 2.055
O 2.401 0.783 2.632
H 3.712 2.365 2.540
*
```

Calculated values
HOMO level (spin up / spin down) in eV: -15.173 / -15.173
LUMO energy (spin up / spin down) in eV: -8.480 / -8.428
Energy relative to the best compared isomer or geometry (same formula, charge and spin) in kcal/mol: 0.0
Orbital gap (spin up / spin down) in eV: 6.69 / 6.75
Energy in Eh: -2294.6615

5.
Below is a structure of composition HNO2S2 in a non-equilibrium geometry, with properties calculated with the ωB97M-V functional and the def2-TZVPD basis.

The geometry in ORCA input format:
```
! wB97M-V def2-TZVPD RIJCOSX def2/J DEFGRID3
* xyz 0 1
N 1.182 -0.030 -0.034
O 1.829 -0.668 -0.782
O 1.413 0.689 0.877
S -1.032 -0.461 -0.285
S -2.350 -0.281 1.146
H -1.042 0.751 -0.922
*
```

Calculated values
HOMO level (spin up / spin down) in eV: -9.192 / -9.350
LUMO energy (spin up / spin down) in eV: -1.606 / -1.914
Energy relative to the best compared isomer or geometry (same formula, charge and spin) in kcal/mol: 48.6
Orbital gap (spin up / spin down) in eV: 7.59 / 7.44
Energy in Eh: -1002.0514

6.
Below is a cluster of 2 separate species, C6H10N2O in total in a non-equilibrium geometry, with properties calculated with the ωB97M-V functional and the def2-TZVPD basis.

The geometry in ORCA input format:
```
! wB97M-V def2-TZVPD RIJCOSX def2/J DEFGRID3
* xyz 0 1
C 2.780 0.123 1.542
C 3.042 -0.003 0.165
C 1.353 0.029 1.625
C -1.723 -1.174 0.113
C -1.053 1.162 -1.144
C -0.766 -0.274 -0.803
N 1.946 -0.281 -0.495
N 0.891 -0.216 0.385
O -0.242 -0.887 -1.869
H 3.590 0.279 2.246
H 4.043 0.050 -0.349
H 0.600 0.053 2.334
H -2.004 -0.501 0.810
H -1.028 -1.879 0.418
H -2.452 -1.454 -0.718
H -1.077 1.757 -0.187
H -0.308 1.636 -1.738
H -1.843 1.108 -1.819
H 0.769 -0.794 -1.569
*
```

Calculated values
HOMO level in eV: -8.778
LUMO energy in eV: 0.870
Energy relative to the best compared isomer or geometry (same formula, charge and spin) in kcal/mol: 76.9
Orbital gap in eV: 9.65
Energy in Eh: -419.2640

7.
Below is the molecule C5H11N3 in a non-equilibrium geometry, with properties calculated with the ωB97M-V functional and the def2-TZVPD basis.

The geometry in ORCA input format:
```
! wB97M-V def2-TZVPD RIJCOSX def2/J DEFGRID3
* xyz 0 1
C -0.190 1.653 1.051
C -0.707 0.270 0.687
N -1.996 0.104 1.210
C -0.234 -0.462 -0.419
C -1.373 -1.175 -1.172
C 0.996 -0.339 -1.038
N 2.019 0.306 -0.602
N 3.269 -0.292 -0.444
H 0.544 1.725 1.899
H 0.267 1.878 0.163
H -0.934 2.331 1.333
H -2.056 0.507 2.174
H -2.490 -0.785 0.998
H -1.844 -1.996 -0.643
H -2.127 -0.430 -1.360
H -0.986 -1.630 -2.101
H 0.999 -0.739 -2.043
H 3.768 0.264 0.241
H 3.074 -1.191 0.065
*
```

Calculated values
Structure (SMILES): C/C(N)=C(C)\C=N\N
HOMO level in eV: -6.478
LUMO energy in eV: 0.353
Energy relative to the best compared isomer or geometry (same formula, charge and spin) in kcal/mol: 94.0
Orbital gap in eV: 6.83
Energy in Eh: -361.2396

8.
Below is the molecule C6H14N2 in a non-equilibrium geometry, with properties calculated with the ωB97M-V functional and the def2-TZVPD basis.

The geometry in ORCA input format:
```
! wB97M-V def2-TZVPD RIJCOSX def2/J DEFGRID3
* xyz 0 1
C 0.074 1.697 -1.828
C -0.348 0.216 -1.786
N -1.101 -0.273 -2.918
C -1.336 -0.014 -0.473
C -0.636 -0.999 0.522
C 0.560 -0.419 1.269
C 0.895 -0.670 2.556
N 1.968 0.045 3.072
H -0.634 2.176 -2.501
H 1.204 1.751 -2.024
H 0.096 2.267 -0.882
H 0.567 -0.380 -1.655
H -1.019 -0.074 -3.898
H -2.150 -0.051 -2.684
H -2.193 -0.494 -0.890
H -1.546 0.968 -0.042
H -0.286 -1.839 -0.097
H -1.529 -1.279 1.195
H 0.972 0.481 0.855
H 0.544 -1.523 3.092
H 2.212 -0.170 4.044
H 2.294 0.995 2.922
*
```

Calculated values
Structure (SMILES): C[C@H](N)CC/C=C/N
HOMO level in eV: -7.717
LUMO energy in eV: 1.135
Energy relative to the best compared isomer or geometry (same formula, charge and spin) in kcal/mol: 54.5
Orbital gap in eV: 8.85
Energy in Eh: -346.4403

9.
Below is the molecule C25H31N3O4S in a non-equilibrium geometry, with properties calculated with the ωB97M-V functional and the def2-TZVPD basis.

The geometry in ORCA input format:
```
! wB97M-V def2-TZVPD RIJCOSX def2/J DEFGRID3
* xyz 0 1
C 4.728 -3.711 1.598
C 3.614 -2.753 1.963
O 3.810 -1.830 2.722
N 2.383 -2.994 1.400
C 2.161 -3.928 0.310
C 1.786 -3.144 -0.945
C 0.435 -2.483 -0.709
C 0.341 -1.891 0.670
C -0.731 -1.060 0.964
C -0.871 -0.506 2.218
S -2.219 0.616 2.538
O -2.340 0.855 3.947
O -3.386 0.191 1.818
N -1.703 2.019 1.737
C -2.696 3.079 1.754
C -2.331 4.142 0.719
C -0.913 4.660 0.955
C 0.109 3.520 1.087
C 0.451 2.880 -0.267
O 1.462 3.189 -0.863
N -0.472 1.991 -0.702
C -0.423 1.146 -1.816
C 0.769 0.859 -2.470
C 0.790 -0.024 -3.533
C -0.375 -0.645 -3.963
C -0.363 -1.599 -5.119
C -1.564 -0.338 -3.312
C -1.618 0.552 -2.251
C -2.939 0.890 -1.621
C -0.391 2.500 2.117
C 0.032 -0.797 3.224
C 1.101 -1.628 2.953
C 1.283 -2.159 1.674
H 5.000 -3.616 0.549
H 5.592 -3.445 2.202
H 4.451 -4.741 1.813
H 1.337 -4.594 0.588
H 3.048 -4.531 0.140
H 2.547 -2.385 -1.132
H 1.742 -3.807 -1.810
H -0.362 -3.226 -0.818
H 0.254 -1.706 -1.452
H -1.468 -0.851 0.206
H -3.658 2.616 1.528
H -2.752 3.528 2.756
H -2.410 3.722 -0.284
H -3.040 4.967 0.793
H -0.615 5.324 0.142
H -0.897 5.236 1.884
H 1.051 3.945 1.448
H -1.259 1.842 -0.075
H 1.676 1.339 -2.142
H 1.725 -0.235 -4.030
H 0.613 -2.067 -5.226
H -0.584 -1.067 -6.045
H -1.116 -2.374 -4.991
H -2.480 -0.802 -3.650
H -3.133 1.959 -1.704
H -3.740 0.363 -2.133
H -2.988 0.622 -0.564
H 0.286 1.645 2.164
H -0.426 2.969 3.112
H -0.121 -0.376 4.205
H 1.808 -1.858 3.731
*
```

Calculated values
Structure (SMILES): CC(=O)N1CCCc2cc(S(=O)(=O)N3CCC[C@H](C(=O)Nc4ccc(C)cc4C)C3)ccc21
HOMO level in eV: -8.267
LUMO energy in eV: 0.523
Energy relative to the best compared isomer or geometry (same formula, charge and spin) in kcal/mol: 6.8
Orbital gap in eV: 8.79
Energy in Eh: -1834.7324

10.
Below is a cluster of 3 separate species, C5H10O2 in total, with properties calculated with the ωB97M-V functional and the def2-TZVPD basis.

The geometry in ORCA input format:
```
! wB97M-V def2-TZVPD RIJCOSX def2/J DEFGRID3
* xyz 0 1
C -0.092 -1.567 0.600
C -1.383 -1.576 0.524
C -0.809 -0.908 1.739
H 0.870 -1.809 0.185
H -2.274 -1.893 0.005
H -0.848 -1.407 2.711
H -0.811 0.186 1.830
C -1.657 0.888 -0.909
O -1.137 0.863 -2.000
H -2.731 0.662 -0.772
H -1.100 1.160 0.004
C 2.277 1.008 -0.453
O 1.389 0.093 -1.050
H 3.238 1.028 -0.984
H 2.467 0.691 0.580
H 1.877 2.030 -0.424
H 0.724 0.552 -1.585
*
```

Calculated values
Structure (SMILES): C1=CC1.C=O.CO
HOMO level in eV: -9.372
LUMO energy in eV: 0.586
Energy relative to the best compared isomer or geometry (same formula, charge and spin) in kcal/mol: 117.9
Orbital gap in eV: 9.96
Energy in Eh: -346.8376

11.
Below is the molecule C5H8OS in a non-equilibrium geometry, with properties calculated with the ωB97M-V functional and the def2-TZVPD basis.

The geometry in ORCA input format:
```
! wB97M-V def2-TZVPD RIJCOSX def2/J DEFGRID3
* xyz 0 1
C 0.392 -2.151 -0.873
O -0.617 -1.280 -1.236
C -0.383 0.128 -0.952
C 0.249 0.291 0.497
C -0.741 0.993 1.251
C 0.616 1.689 0.836
S 1.066 -1.565 0.857
H -0.003 -3.257 -0.705
H 1.095 -2.056 -1.815
H -1.294 0.776 -0.940
H 0.630 0.270 -1.523
H -0.995 0.843 2.365
H -1.694 1.107 0.609
H 1.373 1.868 1.613
H 0.308 2.344 0.016
*
```

Calculated values
Structure (SMILES): C1OCC2(CC2)S1
HOMO level in eV: -8.862
LUMO energy in eV: 0.693
Energy relative to the best compared isomer or geometry (same formula, charge and spin) in kcal/mol: 94.1
Orbital gap in eV: 9.55
Energy in Eh: -668.5886

12.
Below is a cluster of 2 separate species, C11H14N2 in total in a non-equilibrium geometry, with properties calculated with the ωB97M-V functional and the def2-TZVPD basis.

The geometry in ORCA input format:
```
! wB97M-V def2-TZVPD RIJCOSX def2/J DEFGRID3
* xyz 0 1
C 2.532 1.761 -1.706
C 1.339 2.429 -1.101
C 0.046 1.949 -0.878
N -0.710 3.004 -0.410
C 0.194 4.035 -0.278
N 1.403 3.748 -0.660
H 2.944 0.983 -1.067
H 3.275 2.537 -1.977
H 2.226 1.291 -2.633
H -0.337 0.933 -0.853
H -1.641 2.941 -0.035
H -0.065 5.075 -0.213
C -2.026 -1.573 2.499
C -1.305 -1.995 1.259
C -0.041 -1.435 0.990
C 0.818 -2.021 0.052
C 0.362 -3.191 -0.488
C -0.856 -3.813 -0.205
C -1.736 -3.214 0.698
H -2.672 -2.444 2.772
H -2.309 -0.512 2.689
H -1.217 -1.546 3.300
H 0.225 -0.572 1.590
H 1.718 -1.483 -0.240
H 0.952 -3.621 -1.272
H -0.948 -4.826 -0.589
H -2.551 -3.849 0.991
*
```

Calculated values
Structure (SMILES): Cc1c[nH]cn1.Cc1ccccc1
HOMO level in eV: -8.400
LUMO energy in eV: 0.750
Energy relative to the best compared isomer or geometry (same formula, charge and spin) in kcal/mol: 29.0
Orbital gap in eV: 9.15
Energy in Eh: -537.0238